# 1
C4H10N2 | the ωB97M-V functional and the def2-TZVPD basis

Summary:
lowest unoccupied orbital energy (alpha / beta): -4.087 / -7.800 eV
expectation value of S²: 0.76
Kohn-Sham gap (alpha / beta): 0.3492 / 0.2117 Eh
highest occupied orbital energy (alpha / beta): -13.589 / -13.560 eV
total charge: +1
spin multiplicity: 2
electronic energy: -267.59554 hartree

Each line ends with the Löwdin charge.
Element x y z (Å)
C -0.622 -0.444 -1.332  -0.240
C -0.822 -0.505 0.185  -0.138
C 0.364 -0.109 0.967  -0.284
C 0.540 1.001 1.766  0.241
N 1.418 -0.985 0.919  0.245
N -0.260 0.890 -1.857  0.022
H 0.232 -1.066 -1.625  0.106
H -1.575 -0.784 -1.734  0.126
H -1.133 -1.522 0.443  0.146
H -1.709 0.056 0.485  0.136
H 1.372 1.188 2.433  0.108
H -0.282 1.690 1.914  0.106
H 1.353 -1.644 0.140  0.138
H 2.341 -0.535 0.920  0.158
H -0.942 1.223 -2.528  0.083
H -0.275 1.547 -1.097  0.049



# 2
C3H10NO4 | the ωB97M-V functional and the def2-TZVPD basis

Summary:
lowest unoccupied orbital energy: 3.668 eV
Kohn-Sham gap: 0.3050 Eh
highest occupied orbital energy: -4.630 eV
total charge: -1
electronic energy: -476.08702 hartree

Each line ends with the Löwdin charge.
Element x y z (Å)
C -1.628 -1.942 -0.265  -0.262
N -0.314 -1.431 -0.673  0.013
C -0.071 -0.034 -0.520  -0.751
O -0.982 0.818 -0.359  -0.063
O 1.151 0.211 -0.328  -0.105
C -1.492 -2.932 0.907  -0.103
H -2.377 -1.178 -0.152  0.092
H -2.001 -2.470 -1.171  0.094
H 0.420 -2.108 -0.673  0.101
H -1.662 -3.997 0.682  0.052
H -2.222 -2.868 1.714  0.054
H -0.452 -2.971 1.210  0.060
H 0.801 2.925 -1.293  0.037
H 1.652 2.392 -0.365  -0.013
O 1.744 3.067 -1.065  -0.099
H 1.297 1.490 0.955  -0.025
H 0.691 1.095 2.313  0.013
O 1.344 1.667 1.920  -0.095



# 3
C23H28N6O3 | the ωB97M-V functional and the def2-TZVPD basis

Summary:
lowest unoccupied orbital energy: 0.209 eV
Kohn-Sham gap: 0.3183 Eh
highest occupied orbital energy: -8.453 eV
SMILES: CCN(C(=O)CCc1nnc2ccc(N3CCC4(CC3)OCCO4)nn12)c1ccccc1
electronic energy: -1447.48785 hartree

Each line ends with the Löwdin charge.
Element x y z (Å)
C -5.548 -2.085 -1.631  -0.062
C -4.205 -2.490 -1.033  -0.189
N -3.749 -1.520 -0.047  -0.017
C -3.995 -1.777 1.266  -0.447
O -4.564 -2.795 1.612  0.060
C -3.485 -0.782 2.294  -0.075
C -1.982 -0.474 2.184  -0.088
C -1.734 0.944 1.825  -0.301
N -2.460 1.988 2.160  0.072
N -1.918 3.091 1.657  0.065
C -0.836 2.738 0.995  -0.305
C 0.121 3.442 0.240  0.027
C 1.114 2.728 -0.350  0.020
C 1.179 1.300 -0.187  -0.284
N 2.106 0.548 -0.850  -0.072
C 2.132 -0.877 -0.590  -0.138
C 3.010 -1.195 0.620  -0.045
C 4.425 -0.651 0.403  -0.517
C 4.367 0.846 0.035  -0.045
C 3.428 1.045 -1.158  -0.135
O 5.190 -0.862 1.569  -0.037
C 6.530 -1.057 1.176  -0.145
C 6.438 -1.490 -0.302  -0.140
O 5.067 -1.390 -0.621  -0.047
N 0.297 0.645 0.536  0.174
N -0.680 1.364 1.083  0.023
C -3.249 -0.304 -0.575  -0.244
C -2.090 -0.320 -1.344  -0.027
C -1.626 0.844 -1.928  -0.087
C -2.309 2.035 -1.743  -0.092
C -3.464 2.055 -0.980  -0.072
C -3.940 0.891 -0.405  -0.019
H -6.298 -2.024 -0.847  0.079
H -5.471 -1.117 -2.122  0.070
H -5.867 -2.824 -2.362  0.072
H -4.302 -3.448 -0.516  0.117
H -3.453 -2.575 -1.820  0.113
H -4.042 0.152 2.224  0.101
H -3.709 -1.225 3.265  0.122
H -1.492 -1.105 1.440  0.113
H -1.500 -0.676 3.145  0.124
H 0.034 4.511 0.143  0.122
H 1.846 3.232 -0.956  0.100
H 1.112 -1.215 -0.414  0.109
H 2.544 -1.371 -1.474  0.131
H 3.071 -2.271 0.774  0.133
H 2.599 -0.733 1.517  0.128
H 4.003 1.398 0.903  0.134
H 5.367 1.203 -0.213  0.128
H 3.398 2.095 -1.445  0.109
H 3.806 0.466 -2.007  0.133
H 7.104 -0.129 1.288  0.121
H 6.959 -1.826 1.820  0.124
H 6.745 -2.526 -0.457  0.124
H 7.032 -0.837 -0.952  0.121
H -1.547 -1.244 -1.478  0.117
H -0.723 0.822 -2.521  0.106
H -1.942 2.945 -2.194  0.106
H -3.997 2.981 -0.829  0.110
H -4.851 0.906 0.173  0.126



Relative energy (zero: lowest compared OMol25 entry of this formula, charge and spin), respectively: 1.4473 1.3251 2.2605 eV.